124
Properties=species:S:1:pos:R:3:forces:R:3:mulliken_charge:R:1 method="wB97M-V/def2-TZVPD" charge=-2 homo_energy_ev=-5.725 largest_force_ev_per_a=4.60 gap_ha=0.1223 e_above_lowest_ev=0.5982
Mg 0.29621 3.39527 1.14456 -0.1716 0.2910 -0.6503 0.716
C -2.75622 6.35375 -4.32872 0.0523 -0.9441 1.0569 0.634
F -3.89873 6.23991 -4.98734 0.0963 0.4782 -0.4036 -0.236
F -2.47689 5.13959 -3.83518 0.0738 0.0084 -0.1382 -0.166
F -1.75248 6.68473 -5.12891 -0.2608 0.3609 -0.2408 -0.227
S -2.93962 7.55716 -2.88393 1.7642 1.2181 1.2204 1.015
O -2.11856 8.70058 -3.15918 0.3701 -0.3401 -0.5946 -0.681
O -4.33753 7.82293 -2.74578 -0.1776 -0.3127 -0.1331 -0.554
N -2.16077 6.76877 -1.57719 -2.7233 0.4475 -1.3359 -0.441
S -3.35602 5.99634 -0.82812 0.8652 -1.4535 0.3416 0.924
O -4.37241 5.44704 -1.67210 -0.3128 0.1956 0.1763 -0.607
O -2.79804 5.02885 0.10119 0.8852 0.2336 0.5589 -0.598
C -4.16154 7.25604 0.33186 0.4413 0.0597 -0.3304 0.650
F -3.90979 8.50589 -0.05296 -0.2315 0.0373 -0.1109 -0.217
F -5.46787 7.04768 0.36879 -0.1115 0.0846 0.1326 -0.232
F -3.66083 7.14792 1.57058 -0.1031 -0.2812 0.0570 -0.222
C 1.54041 -1.71654 4.84892 0.3776 -0.2704 -1.2454 0.522
F 0.22590 -1.46936 4.92315 -0.0058 0.1604 0.8451 -0.213
F 1.86615 -1.35948 3.59223 0.2874 -0.2554 0.0118 -0.179
F 2.25454 -0.92983 5.64152 -0.4654 0.2134 0.4068 -0.229
S 1.83000 -3.55750 5.11646 0.6751 -0.7077 -0.7274 1.098
O 0.84221 -3.95112 6.07654 0.1913 0.2386 0.4640 -0.651
O 1.64824 -4.09027 3.79834 0.3588 0.1720 -0.0703 -0.575
N 3.42034 -3.71139 5.52869 -2.0410 1.0003 0.7900 -0.458
S 3.67378 -3.29581 7.06920 0.5439 -0.5340 0.3989 1.000
O 5.01812 -2.82956 7.26385 0.1068 -0.2959 -0.4362 -0.673
O 2.65891 -2.54998 7.76379 -0.2682 -0.1882 -0.2930 -0.588
C 3.67550 -4.96143 7.94309 0.4092 0.8829 0.0315 0.639
F 4.67482 -5.73500 7.50880 -0.1177 -0.0510 -0.0236 -0.243
F 3.90826 -4.67868 9.24167 -0.1163 -0.3463 0.0008 -0.250
F 2.53847 -5.63648 7.84888 0.0082 0.0273 -0.0143 -0.214
C 5.49330 -5.05111 -3.58116 -1.5362 0.2132 -0.5276 0.681
F 5.05653 -4.14109 -4.46231 0.3604 0.2078 0.0430 -0.224
F 5.49098 -6.21626 -4.24137 0.3963 -0.2334 0.3606 -0.261
F 6.72298 -4.73435 -3.21187 0.1708 -0.1147 -0.0058 -0.231
S 4.31563 -5.12249 -2.10203 -0.1420 0.8616 1.2750 1.006
O 3.28718 -6.09250 -2.31518 0.0705 -0.0661 -0.7382 -0.570
O 5.22834 -5.41927 -1.03957 0.3163 0.4644 0.1377 -0.671
N 3.76415 -3.56449 -1.96680 0.3667 -2.0987 -0.7504 -0.402
S 2.50518 -3.27094 -2.89332 -0.9676 1.1690 -0.8638 0.777
O 2.45520 -1.86164 -3.20463 0.2084 0.0609 0.5587 -0.453
O 2.22743 -4.12393 -4.01940 0.2691 -0.3980 0.3649 -0.629
C 1.00351 -3.48482 -1.79273 0.4344 0.4100 -0.1128 0.402
F -0.07573 -2.96096 -2.39849 0.0683 -0.1283 -0.1367 -0.095
F 0.73975 -4.75918 -1.52917 0.0495 -0.0008 0.1892 -0.247
F 1.17707 -2.80308 -0.65875 -0.0087 -0.2910 0.1162 -0.092
C -1.26374 2.31451 -2.24108 0.3055 -0.1784 1.0870 0.715
F -0.98589 3.60812 -2.29468 -0.0340 0.1173 -0.0867 -0.165
F -2.39555 2.11968 -1.59939 -0.1595 -0.0038 -0.1514 -0.157
F -1.30209 1.78367 -3.43850 0.0745 0.0863 -0.1257 -0.164
S 0.14995 1.49550 -1.26679 0.4081 1.0092 -1.9986 0.834
O 0.20564 0.16032 -1.70889 -0.4323 -0.5150 0.4454 -0.280
O 1.32390 2.29150 -1.49136 -0.2642 1.1430 1.0788 -0.512
N -0.34287 1.80105 0.37651 -0.0274 -0.5891 -1.2390 0.386
S -0.69186 0.29298 0.87730 -0.4374 -4.4415 1.1259 0.740
O -1.75906 -0.31626 0.14887 -0.6892 1.1734 0.2085 -0.278
O 0.49857 -0.48731 0.93440 0.4973 0.7538 0.7725 -0.543
C -1.30828 0.36798 2.66683 -0.1172 1.4884 -1.6018 0.009
F -1.68399 -0.79794 3.07725 0.3971 -0.0407 0.1227 -0.051
F -0.33569 0.93496 3.39596 -0.1031 -0.2072 0.3781 -0.130
F -2.36719 1.21148 2.68368 0.1594 0.0316 0.3746 -0.248
C -3.33985 -3.08741 -0.89939 -0.6664 -0.0110 -0.4326 0.131
C -4.50081 -4.02935 -0.63922 0.9808 -1.2347 0.8736 -0.498
O -4.02111 -5.09037 0.21362 -0.2399 -0.0667 -0.2019 -0.638
H -2.76885 -2.80294 -0.01939 -0.5507 0.4408 0.2337 -0.441
H -3.78430 -2.25195 -1.44835 0.7022 0.3369 0.0059 0.340
H -2.59276 -3.61600 -1.49448 -0.2123 0.0925 -0.3374 0.280
H -4.77622 -4.48261 -1.59377 -0.2101 -0.0945 0.1288 0.384
H -5.40296 -3.66204 -0.14076 0.1226 0.7406 -0.3491 0.175
H -3.64627 -4.63825 0.98568 -0.0937 -0.1565 0.0394 0.274
C -0.99054 -4.12135 1.56507 -0.4039 -0.1950 -0.1087 -0.658
C -1.76393 -4.44409 2.83384 1.3467 0.1524 -0.1010 -0.580
O -3.02351 -3.76710 2.79759 -0.2000 -0.0172 -0.3337 -0.289
H -1.33973 -4.68744 0.70106 -0.1378 0.1867 -0.0784 0.506
H 0.06842 -4.34334 1.68176 -0.0005 0.0634 0.1986 0.543
H -1.11116 -3.04858 1.40345 0.2130 -0.0181 -0.2711 -0.241
H -1.10168 -4.04686 3.60737 -0.4814 -0.1054 0.5424 0.245
H -1.86112 -5.52418 2.96917 -0.2456 0.0473 0.0589 0.342
H -3.56540 -4.00035 3.55589 0.1740 -0.1298 0.0882 0.193
C 1.98548 1.59881 -4.94856 -0.3372 -0.6249 -0.9853 -0.675
C 3.42755 1.90767 -5.22162 0.4876 0.2882 0.5897 -0.536
O 3.78864 3.20118 -4.65634 0.0528 -0.5736 0.0078 -0.546
H 1.75343 0.64238 -5.42935 0.1119 -0.0439 0.0491 0.358
H 1.29677 2.30484 -5.41549 0.0664 0.2859 0.3466 0.384
H 1.78711 1.42037 -3.89740 0.0434 0.3527 0.1405 -0.095
H 3.72973 1.94520 -6.27118 -0.4957 -0.2190 -0.1496 0.389
H 4.02776 1.13208 -4.73550 0.0423 0.0187 -0.0369 0.336
H 4.75021 3.19022 -4.70731 0.0081 0.3204 0.1209 0.321
C 5.01262 5.06490 -2.13517 -0.0076 0.2651 0.4166 -0.857
C 4.29131 4.45920 -0.93821 -0.1123 -0.5154 -0.4047 -0.082
O 4.10442 3.05940 -1.16972 0.0654 0.7940 0.3082 -0.368
H 4.90468 6.15087 -2.11096 0.2211 0.0218 -0.1829 0.355
H 4.62862 4.67500 -3.07725 -0.2982 0.1819 0.1260 0.143
H 6.06285 4.77716 -2.08663 0.0653 0.1680 0.0199 0.256
H 3.30501 4.91656 -0.75254 0.0260 0.2305 -0.2419 0.068
H 4.86942 4.62247 -0.02732 0.0828 -0.3289 0.0165 0.345
H 3.67163 3.06650 -2.03563 -0.0315 -0.6530 0.0198 0.213
C -5.36303 -1.23076 1.81657 -0.0504 -0.5034 1.0376 -1.193
C -5.09250 -0.22209 0.69542 -1.6700 -1.3901 0.2122 0.197
O -4.93705 1.08911 1.18785 0.1976 0.1476 -0.1558 -0.495
H -4.47003 -1.76009 2.16002 0.0376 0.2544 0.2007 0.150
H -6.10732 -2.02154 1.66043 0.2720 0.0054 -1.0197 0.410
H -5.88739 -0.74820 2.65155 0.6070 0.4403 0.0902 0.435
H -6.03696 -0.28249 0.14426 0.2442 0.7607 -0.4212 0.339
H -4.30766 -0.57908 0.03044 0.2838 0.3314 0.1342 -0.118
H -4.30431 1.06579 1.91208 -0.0358 -0.0418 -0.1324 0.271
C -1.67558 -1.51810 -4.69497 0.3947 0.1508 1.5051 -0.288
C -2.64230 -2.34370 -5.50905 0.6445 -0.1389 0.0180 -0.548
O -2.25653 -2.39169 -6.87913 -0.5876 -0.1330 -0.4385 -0.561
H -1.76084 -1.84002 -3.65054 0.0261 -0.0338 -0.0432 -0.117
H -1.78574 -0.43281 -4.60611 -0.5679 -0.0347 -0.6692 0.317
H -0.62478 -1.67207 -4.94281 -0.1142 -0.3652 -0.2696 0.309
H -3.68753 -2.08493 -5.29871 0.0041 0.3878 -0.5050 0.296
H -2.58005 -3.38857 -5.19982 0.2327 0.0411 0.0937 0.287
H -2.35091 -1.54024 -7.31396 -0.0565 0.1490 0.2862 0.300
C 2.51518 2.19128 5.49388 0.5533 1.3115 -0.6231 -0.503
C 2.44841 3.69375 5.75322 0.0813 0.2442 0.0928 -0.375
O 1.26237 4.16626 6.38442 -0.1637 -0.1961 -0.1447 -0.529
H 3.52534 2.03056 5.10703 0.0984 -0.4139 0.4232 0.323
H 1.89379 1.91343 4.64243 -0.5325 -0.3321 0.4891 -0.096
H 2.33900 1.66235 6.42458 -0.0725 -0.4829 -0.2648 0.362
H 2.50839 4.26259 4.82045 0.0269 -0.0606 -0.0459 0.215
H 3.31203 4.00827 6.34892 0.0536 -0.0924 0.0052 0.324
H 1.15269 3.68828 7.21265 -0.0283 -0.0178 -0.0158 0.316